Record 1
Computed, not measured: a 2-piece molecular cluster, C4H6 overall in a non-equilibrium geometry, with ωB97M-V/def2-TZVPD.

Geometry (Å):
1 C 3.754248 0.108048 -0.111390
2 C 2.589742 -0.032341 0.137161
3 C -3.161900 0.508574 0.017284
4 C -2.362766 -0.525984 -0.025375
5 H 4.811734 0.286537 -0.188028
6 H 1.608156 -0.302666 0.331723
7 H -4.224761 0.222308 -0.126840
8 H -2.980891 1.581473 0.020373
9 H -2.730658 -1.525294 -0.031252
10 H -1.399527 -0.612141 -0.112055

Atomic forces in eV per Å
0.2 0.2 0.4
1.4 -0.1 -0.4
-2.0 0.1 -0.7
-3.7 -0.4 0.3
-0.5 -0.1 -0.2
-1.2 -0.1 0.2
0.5 0.6 0.6
0.5 -0.4 0.0
-1.0 -0.6 -0.1
5.7 0.7 -0.1

SMILES: C#C.C=C
Net charge: 0
ΔE to the lowest compared entry with this formula, charge and spin (kcal/mol): 59.34
HOMO-LUMO gap (eV): 11.37
F_max (hartree/bohr): 0.111
Lowest unoccupied orbital energy (Ha): 0.03780

=====

Record 2
Computed, not measured: one molecule with the formula C4H6 in a non-equilibrium geometry, with ωB97M-V/def2-TZVPD.

Geometry (Å):
1 C 1.160939 0.033108 0.229078
2 C -1.154986 0.046569 0.273584
3 C 0.001927 -0.747961 -0.425543
4 C -0.053320 0.757651 -0.308255
5 H 1.424696 -0.228451 1.343252
6 H 2.119900 -0.040704 -0.470431
7 H -2.086808 0.125578 -0.229246
8 H -1.427401 -0.042171 1.458242
9 H -0.031031 -1.617740 -1.081430
10 H 0.046081 1.714119 -0.789249

Atomic forces in eV per Å
1.2 -2.5 0.1
-0.3 -1.8 3.4
-0.6 1.6 1.2
2.3 0.3 0.2
-0.8 1.0 -2.0
-2.0 0.6 1.6
-0.6 -0.1 -0.8
1.3 0.2 -2.6
0.0 0.8 -0.3
-0.4 -0.2 -0.8

SMILES: C1[C@H]2C[C@@H]12
Net charge: 0
ΔE to the lowest compared entry with this formula, charge and spin (kcal/mol): 49.52
HOMO-LUMO gap (eV): 10.55
F_max (hartree/bohr): 0.075
Lowest unoccupied orbital energy (Ha): 0.04894

=====

Record 3
Computed, not measured: one molecule with the formula C4H6 in a non-equilibrium geometry, with ωB97M-V/def2-TZVPD.

Geometry (Å):
1 C 0.150431 0.226230 -0.036662
2 C 0.287379 1.921129 -0.713232
3 C 0.670012 -0.986755 0.550564
4 C -0.753607 -0.902476 -0.002691
5 H -0.643748 2.318055 -1.032606
6 H 1.172147 2.427506 -0.405333
7 H 1.393600 -1.581403 0.008216
8 H 0.804262 -1.022317 1.624737
9 H -1.583487 -0.873011 0.692898
10 H -0.987611 -1.441102 -0.912625

Atomic forces in eV per Å
0.1 7.4 -3.0
-0.2 -7.6 3.0
0.4 -0.1 0.2
-0.4 -0.1 -0.1
-0.4 0.2 -0.2
0.3 0.3 0.0
0.0 0.0 -0.1
0.0 0.0 0.1
0.0 0.0 0.1
0.1 0.0 -0.1

SMILES: C=C1CC1
Net charge: 0
ΔE to the lowest compared entry with this formula, charge and spin (kcal/mol): 100.18
HOMO-LUMO gap (alpha / beta) (eV): 9.39 / 8.39
F_max (hartree/bohr): 0.159
Lowest unoccupied orbital energy (alpha / beta) (Ha): 0.02591 / 0.01412

=====

Record 4
Computed, not measured: one molecule with the formula C4H6, with ωB97M-V/def2-TZVPD.

Geometry (Å):
1 C 1.073476 -0.984507 -0.719666
2 C 0.574626 0.364691 -0.256814
3 C -0.552589 0.596502 0.365483
4 C -1.668959 0.858006 0.993675
5 H 1.006653 -1.130842 -1.804049
6 H 0.516820 -1.787521 -0.229983
7 H 2.132888 -1.086178 -0.456463
8 H 1.226197 1.223440 -0.413910
9 H -2.517413 1.275378 0.463551
10 H -1.791699 0.671032 2.058176

Atomic forces in eV per Å
0.0 0.0 0.0
-0.2 0.1 0.1
0.1 -0.1 0.0
0.2 -0.1 -0.1
-0.1 0.2 0.1
0.1 0.1 -0.1
-0.2 0.0 0.0
0.0 -0.1 0.1
-0.1 -0.2 -0.1
0.2 0.2 -0.1

SMILES: C=C=CC
Net charge: 0
ΔE to the lowest compared entry with this formula, charge and spin (kcal/mol): 12.35
HOMO-LUMO gap (eV): 10.39
F_max (hartree/bohr): 0.006
Lowest unoccupied orbital energy (Ha): 0.04022

=====

Record 5
Computed, not measured: C4H62Mg5O47S5 as an isolated structure in a non-equilibrium geometry, with ωB97M-V/def2-TZVPD.

Geometry (Å):
1 Mg 10.128710 -11.430670 14.261310
2 Mg 12.783110 -10.199530 6.733220
3 Mg 8.971880 -8.137060 10.677800
4 Mg 13.361630 -15.904580 11.945730
5 Mg 13.944190 -10.959000 11.471390
6 S 12.829990 -9.635100 14.119790
7 O 12.693570 -8.212350 14.400430
8 O 13.610320 -10.394520 15.114500
9 O 11.464930 -10.115830 14.078580
10 O 13.466700 -9.827010 12.798920
11 S 7.669350 -10.158350 8.626820
12 O 8.356060 -11.261360 8.029660
13 O 8.315570 -9.621480 9.848910
14 O 7.633930 -9.059880 7.661530
15 O 6.316090 -10.562680 8.947590
16 S 12.715820 -13.230600 13.697800
17 O 11.384900 -12.776830 14.112930
18 O 13.649900 -13.013130 14.769170
19 O 12.770010 -14.646320 13.279980
20 O 13.233670 -12.396320 12.571940
21 S 12.820710 -11.937970 9.476590
22 O 12.988990 -11.349280 8.154290
23 O 11.892750 -13.077400 9.381700
24 O 14.079680 -12.273740 10.102400
25 O 12.417520 -10.944050 10.410000
26 S 15.729500 -8.614790 10.163140
27 O 15.931480 -8.471280 8.749810
28 O 15.409480 -7.327060 10.773570
29 O 14.699040 -9.618160 10.513450
30 O 16.994950 -9.018250 10.722580
31 O 12.446490 -9.107020 5.193480
32 H 12.616670 -9.364380 4.287370
33 H 12.253280 -8.170780 5.144790
34 O 7.028440 -12.441920 11.266250
35 H 6.383310 -12.017410 10.700720
36 H 7.863130 -12.315680 10.815050
37 O 14.723760 -16.343140 13.426640
38 H 15.376240 -15.644020 13.468130
39 H 15.023120 -16.989090 14.066450
40 O 10.895940 -9.988710 7.194530
41 H 10.567500 -9.094140 7.284520
42 H 10.115740 -10.538910 7.263810
43 O 9.806060 -7.619440 8.738490
44 H 9.156920 -7.158980 8.206660
45 H 10.648700 -7.284350 8.432040
46 O 8.721180 -15.795260 8.209400
47 H 7.811580 -15.794170 8.507500
48 H 9.102120 -15.007940 8.598300
49 O 14.757590 -10.205780 6.484170
50 H 15.213610 -10.589910 7.232980
51 H 15.452480 -10.004800 5.857300
52 O 10.834340 -8.960150 10.901320
53 H 11.089420 -9.059650 11.818520
54 H 11.442260 -9.522110 10.420830
55 O 9.270800 -13.225760 9.496070
56 H 10.227580 -13.209680 9.472750
57 H 9.003700 -12.615670 8.808550
58 O 13.069560 -8.665690 8.127220
59 H 13.708860 -8.837660 8.818560
60 H 12.845090 -7.741160 8.232480
61 O 18.667430 -12.233580 9.420110
62 H 18.874150 -11.302690 9.336790
63 H 19.063800 -12.493950 10.251570
64 O 16.285700 -13.907610 6.905840
65 H 15.971790 -13.081920 7.274540
66 H 16.118240 -14.555220 7.590530
67 O 9.937680 -11.555410 12.205110
68 H 9.317130 -11.078400 11.654100
69 H 10.675040 -11.747100 11.625650
70 O 11.824000 -15.235070 10.820170
71 H 10.958870 -15.378510 11.203840
72 H 11.750890 -14.392700 10.371520
73 O 9.484720 -18.152760 9.239960
74 H 9.351350 -17.247450 8.959150
75 H 10.408550 -18.326420 9.059340
76 O 9.285490 -12.313240 5.802430
77 H 8.944310 -11.940000 6.615160
78 H 9.640950 -13.163940 6.059680
79 O 9.412450 -15.121850 11.725780
80 H 8.755700 -14.473020 11.472940
81 H 9.511520 -15.007290 12.670930
82 O 12.837040 -6.629660 10.765660
83 H 12.291020 -7.414430 10.813020
84 H 12.255850 -5.953610 10.417220
85 O 15.830010 -11.370070 12.078550
86 H 16.615670 -10.836510 11.959040
87 H 16.141980 -12.161830 12.516770
88 O 12.291170 -11.784120 5.581250
89 H 11.731850 -12.357290 6.105530
90 H 12.686880 -12.364360 4.930900
91 O 11.318260 -13.712960 6.911550
92 H 12.053430 -14.307710 6.763150
93 H 11.362180 -13.505320 7.844930
94 O 16.105890 -14.203230 13.930920
95 H 16.868690 -13.627950 13.872450
96 H 15.373330 -13.613180 14.108160
97 O 16.131460 -11.556490 8.380200
98 H 15.431790 -11.710040 9.015110
99 H 16.938330 -11.628830 8.890060
100 O 16.471600 -15.509340 9.095680
101 H 17.228320 -15.454140 9.679260
102 H 16.499230 -16.401760 8.750640
103 O 14.646070 -14.792740 10.963770
104 H 14.375050 -13.924110 10.666670
105 H 15.418250 -14.996720 10.436170
106 C 12.388640 -16.846270 7.185990
107 C 13.738590 -16.137440 7.362510
108 O 13.852550 -15.168930 6.349660
109 H 12.362610 -17.229860 6.166050
110 H 11.606860 -16.108530 7.366720
111 H 12.283720 -17.607660 7.958900
112 H 14.565470 -16.843330 7.284430
113 H 13.826670 -15.528100 8.261980
114 H 14.676630 -14.702010 6.506080
115 C 9.996550 -9.598410 1.619610
116 C 10.213400 -10.584640 2.777340
117 O 9.498380 -9.994530 3.845590
118 H 10.164070 -10.173220 0.708770
119 H 10.557420 -8.668130 1.709630
120 H 8.934630 -9.355920 1.659990
121 H 11.265290 -10.576810 3.062960
122 H 9.960290 -11.626000 2.578320
123 H 9.606560 -10.617930 4.567580

Atomic forces in eV per Å
2.1 0.6 -1.0
0.8 0.3 -0.2
1.8 -0.8 -1.6
-0.2 1.7 0.7
2.2 0.5 3.0
6.3 2.7 2.8
0.0 0.0 -0.2
-1.4 0.9 -0.8
-6.0 -2.1 -0.6
-1.7 1.4 0.7
-5.6 2.3 -3.2
2.9 -2.1 0.0
1.4 -0.3 2.9
0.9 0.8 0.2
0.0 -0.4 1.2
4.8 2.4 0.1
-1.8 -1.8 0.0
0.1 -1.3 0.8
-1.7 -0.7 0.0
-2.1 -2.2 0.1
0.0 -0.1 -2.7
0.4 -2.0 1.3
0.3 -0.1 0.4
2.5 -3.8 -1.7
-5.3 2.7 0.8
2.5 4.4 2.3
-1.4 -0.6 -3.1
-1.1 -0.3 -0.3
-1.2 0.0 -2.2
2.3 -2.7 1.5
0.0 1.2 -1.1
-0.1 -0.3 -0.3
0.0 0.3 0.1
0.2 -0.2 1.0
-0.3 0.4 -0.5
0.2 -0.2 -0.5
-0.6 -1.8 -0.8
0.9 1.5 0.2
-0.2 -0.3 0.1
-0.5 0.5 0.2
-0.4 0.0 0.1
-0.7 -0.5 0.0
-0.2 0.6 0.7
-0.8 -0.2 -0.7
0.6 0.3 0.4
0.1 -0.4 -0.3
-0.3 0.0 0.0
0.0 0.7 0.3
-0.3 0.0 -1.2
1.0 -0.2 1.2
0.0 0.3 0.0
-1.9 1.8 1.1
1.0 -0.3 1.0
0.8 -1.1 -0.9
-0.3 -1.1 0.8
0.4 0.2 0.2
-0.7 0.8 -0.6
-1.6 0.4 -0.8
1.3 -0.2 0.9
0.6 0.3 0.1
-0.1 -0.4 -0.1
0.1 0.6 0.0
0.1 0.1 0.2
-0.4 -0.8 -1.1
0.2 1.0 0.5
0.6 0.1 0.5
-1.3 0.1 0.6
-0.5 0.1 -0.5
1.0 -0.1 -0.1
1.2 -2.0 0.0
-1.3 0.0 0.2
0.5 0.9 -0.6
0.3 -0.9 0.6
-0.3 0.8 -0.4
0.1 -0.1 -0.1
0.2 0.2 -0.8
-0.8 0.2 0.2
0.2 -0.4 -0.1
0.0 -0.4 0.4
-0.3 0.4 -0.5
0.0 0.0 0.4
-0.3 0.2 -0.4
0.1 -0.4 0.3
-0.2 0.5 0.0
0.6 -1.2 0.4
0.3 1.4 -0.6
-0.3 -0.2 0.2
0.8 1.0 -1.3
-0.8 -1.0 0.6
0.3 0.0 -0.1
-0.8 -0.4 -0.5
0.7 -0.3 -0.3
0.2 0.2 0.6
0.8 -0.4 -0.5
0.4 -0.1 0.1
-1.4 0.6 0.7
-0.5 -0.4 -0.9
-0.3 0.2 0.6
0.5 0.1 0.2
-0.1 -0.2 0.5
0.6 0.2 -0.1
-0.1 -0.4 -0.2
0.1 -1.1 0.5
-0.5 1.5 -0.1
0.4 -0.4 -0.6
0.9 0.8 0.7
-0.5 0.3 -0.2
-0.8 -0.1 -1.0
-0.3 -0.2 0.2
-0.2 -0.3 -0.3
0.0 -0.3 -0.3
0.2 -0.3 0.1
-0.2 -0.7 0.9
0.6 0.7 -0.4
-0.6 -1.5 0.1
0.4 1.9 0.1
0.0 -0.6 0.2
0.3 0.6 -0.4
0.2 -0.3 -0.1
0.0 0.1 -0.2
0.5 -0.3 -0.1
-0.5 0.1 -0.2
-0.4 -0.2 0.7

Net charge: 0
HOMO-LUMO gap (eV): 2.37
F_max (hartree/bohr): 0.145
Lowest unoccupied orbital energy (Ha): -0.13091

=====

Record 6
Computed, not measured: C4H6AgFO4 as an isolated structure in a non-equilibrium geometry, with ωB97M-V/def2-TZVPD.

Geometry (Å):
1 C 0.086776 -2.737844 -0.338185
2 O 0.131015 -1.669889 -1.255860
3 H -0.907324 -2.847681 0.127519
4 H 0.314954 -3.657987 -0.891339
5 H 0.834953 -2.603801 0.462621
6 C 0.067837 2.236621 0.975847
7 O -0.530342 0.999541 1.108413
8 C -0.822384 0.215750 -0.004709
9 C 0.403468 -0.353766 -0.711832
10 O 1.084263 2.345340 0.255738
11 O -0.541279 3.162658 1.542529
12 F -1.572992 0.957557 -0.902936
13 H -1.479888 -0.579315 0.368806
14 H 1.218172 -0.435525 0.028508
15 H 0.648901 0.265122 -1.580414
16 Ag 1.063869 4.703225 0.815287

Atomic forces in eV per Å
0.0 0.1 0.3
0.1 0.9 -0.1
0.2 0.0 -0.1
-0.1 0.3 0.1
-0.2 -0.1 -0.2
-0.6 -0.2 -1.2
-0.3 0.0 0.6
0.2 0.0 -0.1
-0.2 -1.3 -0.1
0.3 0.2 0.2
0.4 0.6 0.5
0.1 0.0 0.1
0.2 0.1 0.0
-0.1 0.2 -0.4
0.2 -0.1 0.4
-0.3 -0.7 0.0

Net charge: 0
ΔE to the lowest compared entry with this formula, charge and spin (kcal/mol): 0.00
HOMO-LUMO gap (eV): 7.67
F_max (hartree/bohr): 0.026
Lowest unoccupied orbital energy (Ha): -0.06302